Entry 1:
The following is a DFT calculation (ωB97M-V/def2-TZVPD) of 4 unconnected molecules or ions with the total composition C17H30BrN6O2 in a non-equilibrium geometry.

Cartesian coordinates (Å):
C1 3.516 -0.882 -1.940
C2 2.205 -0.614 -1.022
C3 1.959 0.963 -0.789
C4 1.012 1.639 -1.879
C5 1.420 1.254 -3.399
C6 -0.541 1.282 -1.719
C7 -0.946 0.654 -0.317
C8 -2.512 0.450 -0.111
N1 -3.396 1.378 -0.882
C9 -4.740 0.819 -1.171
C10 -4.768 -0.389 -2.195
O1 -4.337 -1.530 -2.013
O2 -5.409 -0.141 -3.453
C11 -2.778 1.989 -2.008
N2 -3.403 2.212 -3.201
N3 -1.377 2.508 -1.950
Br1 -1.272 3.748 -0.543
H1 4.125 -1.771 -1.591
H2 3.148 -1.067 -3.006
H3 4.173 0.053 -1.980
H4 1.303 -1.096 -1.545
H5 2.417 -1.088 -0.006
H6 2.987 1.465 -0.902
H7 1.649 1.152 0.291
H8 1.172 2.775 -1.801
H9 0.836 1.960 -4.093
H10 2.535 1.315 -3.587
H11 1.029 0.196 -3.570
H12 -0.818 0.538 -2.545
H13 -0.475 -0.394 -0.286
H14 -0.481 1.195 0.582
H15 -2.736 -0.657 -0.257
H16 -2.720 0.655 1.002
H17 -5.358 1.670 -1.631
H18 -5.264 0.577 -0.184
H19 -5.879 -0.996 -3.614
H20 -3.644 3.185 -3.437
H21 -3.585 1.456 -3.870
C12 2.326 -4.071 1.650
C13 3.466 -3.179 1.275
N4 4.360 -2.480 0.982
H22 2.554 -4.593 2.579
H23 1.421 -3.479 1.788
H24 2.155 -4.805 0.861
C14 2.030 -3.823 6.308
C15 1.322 -3.234 5.130
N5 0.767 -2.773 4.207
H25 2.601 -4.699 5.997
H26 2.711 -3.087 6.736
H27 1.304 -4.122 7.065
C16 0.436 3.432 3.421
C17 1.084 2.105 3.186
N6 1.589 1.064 3.002
H28 0.983 4.211 2.889
H29 -0.593 3.409 3.060
H30 0.434 3.663 4.487

Computed properties:
Net charge ... +1
LUMO energy ... -0.1830 Eh
Orbital gap ... 7.891 eV

Charges in e, computed with Löwdin, in the same order as the atoms: number 1, C, carries -0.119; number 2, C, carries -0.228; number 3, C, carries -0.175; number 4, C, carries -0.303; number 5, C, carries -0.068; number 6, C, carries -0.338; number 7, C, carries -0.148; number 8, C, carries -0.116; number 9, N, carries 0.000; number 10, C, carries -0.045; number 11, C, carries -0.379; number 12, O, carries 0.104; number 13, O, carries 0.032; number 14, C, carries -0.306; number 15, N, carries 0.195; number 16, N, carries -0.409; number 17, Br, carries 0.832; number 18, H, carries 0.054; number 19, H, carries 0.064; number 20, H, carries 0.076; number 21, H, carries 0.100; number 22, H, carries 0.075; number 23, H, carries 0.122; number 24, H, carries 0.076; number 25, H, carries 0.122; number 26, H, carries 0.092; number 27, H, carries 0.088; number 28, H, carries 0.077; number 29, H, carries 0.161; number 30, H, carries 0.133; number 31, H, carries 0.091; number 32, H, carries 0.141; number 33, H, carries 0.150; number 34, H, carries 0.151; number 35, H, carries 0.168; number 36, H, carries 0.139; number 37, H, carries 0.155; number 38, H, carries 0.136; number 39, C, carries -0.077; number 40, C, carries -0.246; number 41, N, carries 0.131; number 42, H, carries 0.067; number 43, H, carries 0.049; number 44, H, carries 0.078; number 45, C, carries -0.059; number 46, C, carries -0.244; number 47, N, carries 0.121; number 48, H, carries 0.078; number 49, H, carries 0.082; number 50, H, carries 0.080; number 51, C, carries -0.066; number 52, C, carries -0.252; number 53, N, carries 0.131; number 54, H, carries 0.080; number 55, H, carries 0.064; number 56, H, carries 0.082

***

Entry 2:
The following is a DFT calculation (ωB97M-V/def2-TZVPD) of a molecular structure, C27H29BrN6O7P2Sn.

Cartesian coordinates (Å):
Sn1 0.985 -0.897 0.448
C1 -2.117 3.071 -5.018
C2 -1.694 2.463 -3.706
C3 -1.768 3.178 -2.512
C4 -1.354 2.623 -1.321
C5 -0.857 1.304 -1.211
N1 -0.452 0.801 0.023
C6 -1.152 1.300 1.138
C7 -2.552 1.207 1.194
C8 -3.284 1.720 2.243
C9 -2.661 2.347 3.322
C10 -3.453 2.906 4.475
C11 -1.280 2.409 3.303
C12 -0.537 1.895 2.243
N2 0.880 2.043 2.322
C13 1.570 3.202 2.387
C14 2.885 2.876 2.624
C15 2.891 1.474 2.687
N3 1.673 0.976 2.514
C16 -0.757 0.611 -2.431
C17 -1.166 1.191 -3.633
N4 -0.212 -0.704 -2.530
C18 -0.638 -1.680 -3.353
C19 0.335 -2.655 -3.382
C20 1.327 -2.184 -2.518
N5 0.994 -0.999 -2.011
H1 -2.978 3.727 -4.882
H2 -1.312 3.673 -5.447
H3 -2.381 2.303 -5.745
H4 -2.146 4.194 -2.520
H5 -1.413 3.221 -0.422
H6 -3.057 0.715 0.372
H7 -4.365 1.627 2.234
H8 -4.468 3.154 4.165
H9 -3.521 2.180 5.288
H10 -2.985 3.806 4.874
H11 -0.746 2.870 4.128
H12 1.084 4.155 2.249
H13 3.722 3.547 2.720
H14 3.721 0.805 2.860
H15 -1.053 0.614 -4.544
H16 -1.593 -1.630 -3.847
H17 0.318 -3.581 -3.931
H18 2.258 -2.648 -2.231
C21 -1.813 -5.718 0.944
C22 -0.835 -4.700 1.520
O1 -0.664 -4.931 2.916
P1 0.809 -4.921 0.736
O2 0.573 -5.128 -0.818
O3 1.236 -6.408 1.136
O4 1.823 -3.909 1.102
P2 -1.454 -3.006 1.092
O5 -0.739 -2.106 2.281
O6 -2.916 -2.869 1.188
O7 -0.699 -2.627 -0.175
H19 -1.407 -6.729 0.990
H20 -2.029 -5.473 -0.095
H21 -2.746 -5.674 1.506
H22 -0.275 -4.129 3.292
H23 0.192 -4.300 -1.174
H24 1.091 -6.585 2.076
H25 -1.440 -1.699 2.812
Br1 6.199 3.052 -2.764
C23 4.843 2.141 -1.817
C24 5.133 0.950 -1.173
C25 4.102 0.321 -0.495
N6 2.866 0.810 -0.436
C26 2.605 1.957 -1.059
C27 3.563 2.663 -1.769
H26 6.125 0.522 -1.201
H27 4.272 -0.618 0.025
H28 1.585 2.318 -0.986
H29 3.311 3.586 -2.272

Computed properties:
LUMO energy ... 0.0089 Eh
Orbital gap ... 7.760 eV

Charges in e, computed with Löwdin, in the same order as the atoms: number 1, Sn, carries 1.399; number 2, C, carries -0.054; number 3, C, carries -0.283; number 4, C, carries -0.041; number 5, C, carries -0.022; number 6, C, carries -0.252; number 7, N, carries -0.091; number 8, C, carries -0.282; number 9, C, carries -0.010; number 10, C, carries -0.029; number 11, C, carries -0.273; number 12, C, carries -0.051; number 13, C, carries 0.022; number 14, C, carries -0.145; number 15, N, carries -0.109; number 16, C, carries -0.065; number 17, C, carries -0.062; number 18, C, carries -0.167; number 19, N, carries 0.023; number 20, C, carries -0.119; number 21, C, carries 0.013; number 22, N, carries -0.082; number 23, C, carries -0.046; number 24, C, carries -0.046; number 25, C, carries -0.156; number 26, N, carries -0.036; number 27, H, carries 0.076; number 28, H, carries 0.081; number 29, H, carries 0.075; number 30, H, carries 0.115; number 31, H, carries 0.116; number 32, H, carries 0.130; number 33, H, carries 0.117; number 34, H, carries 0.076; number 35, H, carries 0.084; number 36, H, carries 0.077; number 37, H, carries 0.127; number 38, H, carries 0.128; number 39, H, carries 0.093; number 40, H, carries 0.108; number 41, H, carries 0.119; number 42, H, carries 0.136; number 43, H, carries 0.106; number 44, H, carries 0.122; number 45, C, carries -0.071; number 46, C, carries -0.599; number 47, O, carries -0.050; number 48, P, carries 0.438; number 49, O, carries -0.121; number 50, O, carries -0.108; number 51, O, carries -0.337; number 52, P, carries 0.314; number 53, O, carries -0.251; number 54, O, carries -0.279; number 55, O, carries -0.454; number 56, H, carries 0.083; number 57, H, carries 0.085; number 58, H, carries 0.090; number 59, H, carries 0.087; number 60, H, carries 0.049; number 61, H, carries 0.089; number 62, H, carries 0.087; number 63, Br, carries 0.764; number 64, C, carries -0.685; number 65, C, carries -0.097; number 66, C, carries -0.144; number 67, N, carries -0.036; number 68, C, carries -0.118; number 69, C, carries -0.089; number 70, H, carries 0.105; number 71, H, carries 0.114; number 72, H, carries 0.104; number 73, H, carries 0.107

***

Entry 3:
The following is a DFT calculation (ωB97M-V/def2-TZVPD) of 2 unconnected molecules or ions with the total composition C6H17NOP in a non-equilibrium geometry.

Cartesian coordinates (Å):
C1 -2.916 0.642 -0.422
C2 -0.303 -1.108 -1.336
C3 0.330 -2.225 0.955
C4 -1.758 1.582 0.055
C5 2.422 1.245 -0.206
C6 -0.209 -1.094 0.145
N1 2.445 -0.031 0.547
O1 1.412 2.199 0.127
P1 -0.436 0.400 0.968
H1 -2.911 -0.270 0.174
H2 -3.745 1.294 -0.157
H3 -2.738 0.523 -1.453
H4 -0.583 -0.077 -1.568
H5 0.678 -1.399 -1.583
H6 -1.021 -1.850 -1.605
H7 0.057 -3.259 0.534
H8 -0.066 -2.187 1.974
H9 1.424 -2.123 1.056
H10 -1.965 2.424 0.693
H11 -1.165 2.035 -0.661
H12 2.278 0.965 -1.267
H13 3.391 1.740 -0.143
H14 3.252 -0.650 0.233
H15 2.534 0.151 1.499
H16 1.663 2.756 1.006
H17 -1.175 0.228 2.097

Computed properties:
Net charge ... +1
LUMO energy (alpha / beta) ... -0.1858 / -0.1858 Eh
Relative energy (zero: lowest compared OMol25 entry of this formula, charge and spin) ... 92.1 kcal per mole
Orbital gap (alpha / beta) ... 7.531 / 7.530 eV

Charges in e, computed with Löwdin, in the same order as the atoms: number 1, C, carries -0.116; number 2, C, carries -0.042; number 3, C, carries -0.098; number 4, C, carries -0.296; number 5, C, carries -0.330; number 6, C, carries -0.481; number 7, N, carries -0.041; number 8, O, carries -0.172; number 9, P, carries 1.123; number 10, H, carries 0.064; number 11, H, carries 0.082; number 12, H, carries 0.056; number 13, H, carries 0.072; number 14, H, carries 0.089; number 15, H, carries 0.112; number 16, H, carries 0.131; number 17, H, carries 0.079; number 18, H, carries 0.080; number 19, H, carries 0.076; number 20, H, carries 0.024; number 21, H, carries 0.123; number 22, H, carries 0.114; number 23, H, carries 0.131; number 24, H, carries 0.043; number 25, H, carries 0.184; number 26, H, carries -0.007

***

Entry 4:
The following is a DFT calculation (ωB97M-V/def2-TZVPD) of a molecular structure, C38H28BF5N12O4PrSSe in a non-equilibrium geometry.

Cartesian coordinates (Å):
Pr1 12.919 14.850 14.103
C1 13.741 12.543 19.845
N1 13.254 13.221 18.704
C2 12.920 12.934 17.383
N2 12.810 14.003 16.627
C3 13.239 14.942 17.467
N3 13.544 14.531 18.687
C4 13.040 11.283 20.295
C5 13.701 10.463 21.233
C6 13.155 9.272 21.699
C7 12.026 8.785 21.062
C8 11.369 9.522 20.068
C9 11.852 10.790 19.723
C10 10.108 9.062 19.458
N4 9.554 7.919 19.685
N5 8.416 7.911 18.745
C11 8.461 8.985 18.062
O1 9.555 9.801 18.455
C12 7.612 9.616 17.065
C13 6.676 8.803 16.320
C14 5.846 9.393 15.395
C15 5.977 10.769 15.044
C16 6.967 11.443 15.646
C17 7.300 12.817 15.154
N6 8.666 12.947 14.642
C18 9.452 14.092 14.596
N7 10.703 13.703 14.169
C19 10.539 12.375 13.827
N8 9.384 11.866 14.254
C20 7.713 10.912 16.721
H1 13.560 13.275 20.678
H2 14.810 12.442 19.626
H3 12.641 11.944 17.098
H4 13.350 15.949 17.040
H5 14.643 10.780 21.610
H6 13.614 8.823 22.648
H7 11.659 7.794 21.358
H8 11.311 11.363 18.923
H9 6.625 7.726 16.438
H10 5.085 8.832 14.774
H11 5.455 11.187 14.161
H12 7.138 13.634 15.896
H13 6.525 12.972 14.331
H14 9.262 15.166 14.849
H15 11.429 11.756 13.512
H16 8.633 11.419 17.205
N9 10.603 17.080 15.705
C21 11.370 16.511 15.023
Se1 15.603 13.569 14.070
C22 14.600 11.322 15.271
N10 14.288 10.834 16.300
S1 14.700 17.293 14.045
C23 14.797 17.849 15.702
N11 13.770 18.473 16.271
C24 13.732 19.059 17.582
C25 14.837 18.498 18.484
C26 16.147 18.131 17.803
N12 15.954 17.659 16.431
H17 12.842 18.250 15.790
H18 12.747 18.848 17.962
H19 13.772 20.132 17.594
H20 14.333 17.686 19.017
H21 15.168 19.232 19.211
H22 16.644 17.303 18.284
H23 16.762 19.067 17.866
H24 16.749 17.300 15.914
F1 11.989 17.234 6.978
C27 12.042 16.783 8.241
C28 13.294 16.393 8.781
F2 14.374 16.629 7.915
C29 13.408 15.779 10.004
F3 14.626 15.534 10.541
C30 12.241 15.572 10.781
O2 12.282 14.897 11.907
C31 11.019 16.082 10.293
F4 9.932 16.160 11.134
C32 10.874 16.679 9.034
F5 9.643 17.071 8.565
O3 16.086 10.372 13.577
B1 15.166 11.602 13.880
O4 14.170 11.445 12.626
C33 14.737 10.646 11.745
C34 14.298 10.392 10.446
C35 14.519 9.124 9.964
C36 15.547 8.378 10.584
C37 16.281 8.803 11.664
C38 15.829 9.931 12.323
H25 13.596 10.982 9.927
H26 14.057 8.837 9.023
H27 15.776 7.392 10.140
H28 17.193 8.327 11.844

Computed properties:
Net charge ... -1
LUMO energy (alpha / beta) ... 0.0503 / 0.0503 Eh
Multiplicity ... 3
<S²> ... 2.00
Orbital gap (alpha / beta) ... 5.195 / 5.196 eV

Charges in e, computed with Löwdin, in the same order as the atoms: number 1, Pr, carries 0.573; number 2, C, carries -0.104; number 3, N, carries -0.096; number 4, C, carries -0.116; number 5, N, carries 0.027; number 6, C, carries -0.215; number 7, N, carries 0.101; number 8, C, carries -0.162; number 9, C, carries -0.043; number 10, C, carries -0.073; number 11, C, carries -0.034; number 12, C, carries -0.132; number 13, C, carries 0.038; number 14, C, carries -0.311; number 15, N, carries 0.144; number 16, N, carries 0.133; number 17, C, carries -0.266; number 18, O, carries 0.078; number 19, C, carries -0.146; number 20, C, carries -0.005; number 21, C, carries -0.062; number 22, C, carries -0.041; number 23, C, carries -0.249; number 24, C, carries -0.090; number 25, N, carries -0.107; number 26, C, carries -0.034; number 27, N, carries -0.049; number 28, C, carries -0.135; number 29, N, carries 0.119; number 30, C, carries 0.018; number 31, H, carries 0.147; number 32, H, carries 0.147; number 33, H, carries 0.086; number 34, H, carries 0.099; number 35, H, carries 0.102; number 36, H, carries 0.134; number 37, H, carries 0.118; number 38, H, carries 0.127; number 39, H, carries 0.114; number 40, H, carries 0.123; number 41, H, carries 0.126; number 42, H, carries 0.143; number 43, H, carries 0.135; number 44, H, carries 0.119; number 45, H, carries 0.151; number 46, H, carries 0.162; number 47, N, carries -0.006; number 48, C, carries -0.390; number 49, Se, carries 0.565; number 50, C, carries -0.184; number 51, N, carries 0.121; number 52, S, carries 0.616; number 53, C, carries -0.748; number 54, N, carries 0.006; number 55, C, carries -0.167; number 56, C, carries -0.155; number 57, C, carries -0.166; number 58, N, carries 0.028; number 59, H, carries 0.111; number 60, H, carries 0.117; number 61, H, carries 0.109; number 62, H, carries 0.107; number 63, H, carries 0.106; number 64, H, carries 0.118; number 65, H, carries 0.128; number 66, H, carries 0.134; number 67, F, carries 0.086; number 68, C, carries -0.150; number 69, C, carries -0.090; number 70, F, carries 0.048; number 71, C, carries -0.127; number 72, F, carries 0.102; number 73, C, carries -0.256; number 74, O, carries -0.250; number 75, C, carries -0.111; number 76, F, carries 0.060; number 77, C, carries -0.111; number 78, F, carries 0.071; number 79, O, carries 0.032; number 80, B, carries -1.061; number 81, O, carries -0.014; number 82, C, carries -0.265; number 83, C, carries -0.033; number 84, C, carries -0.124; number 85, C, carries -0.142; number 86, C, carries -0.040; number 87, C, carries -0.223; number 88, H, carries 0.091; number 89, H, carries 0.088; number 90, H, carries 0.090; number 91, H, carries 0.087